Below is a cluster of 2 separate species, C5H14NO2 in total, with properties calculated with the ωB97M-V functional and the def2-TZVPD basis.

Charge: -1
Kohn-Sham gap in hartree: 0.20060
Multiplicity: 1
Total energy in Eh: -404.00380

Each atom is followed by the atoms it is bonded to, with distances in Å.
Atoms and positions in Å:
1 C 0.130 -2.138 -1.488  N2 1.548, H8 1.157, H9 1.045, H10 1.057
2 N -0.389 -0.691 -1.306  C1 1.548, C3 1.556, C5 1.523
3 C 0.234 0.145 -2.462  N2 1.556, H11 1.079, H12 1.129, H13 1.065
4 C 1.358 -0.285 0.570  C5 1.540, H14 0.986, H15 1.068, H16 1.183
5 C -0.087 -0.107 0.067  N2 1.523, C4 1.540, C6 1.647, H17 1.060
6 C -1.076 -1.067 0.969  C5 1.647, O7 1.295, H18 1.082, H19 1.062
7 O -0.502 -1.110 2.129  C6 1.295
8 H 0.524 -2.386 -0.429  C1 1.157
9 H 1.019 -2.208 -2.032  C1 1.045
10 H -0.701 -2.761 -1.684  C1 1.057
11 H 1.112 0.684 -2.144  C3 1.079
12 H 0.607 -0.604 -3.220  C3 1.129
13 H -0.480 0.910 -2.658  C3 1.065
14 H 2.154 -0.200 -0.005  C4 0.986
15 H 1.589 0.397 1.358  C4 1.068
16 H 1.408 -1.302 1.172  C4 1.183
17 H -0.416 0.892 0.198  C5 1.060
18 H -2.006 -0.586 1.242  C6 1.082
19 H -1.043 -1.978 0.425  C6 1.062
20 H 0.383 3.879 0.722  O22 1.007
21 H -0.827 3.986 1.619  O22 0.976
22 O 0.009 4.463 1.452  H20 1.007, H21 0.976